11 unconnected molecules or ions with the total composition C33H33F11O33 at a distorted geometry, computed with ωB97M-V with the def2-TZVPD basis set.

Structure (ORCA input):
```
! RIJCOSX wB97M-V def2-TZVPD def2/J DEFGRID3
* xyz 1 2
C 1.78 4.83 2.11
C 1.81 4.05 0.83
O 1.89 5.08 -0.16
C 1.92 6.26 0.36
O 2.04 7.29 -0.31
O 1.96 6.18 1.75
F 0.71 3.29 0.76
H 2.44 4.39 2.86
H 0.74 4.82 2.44
H 2.70 3.43 0.83
C 5.35 1.48 -7.15
C 6.54 2.13 -6.41
O 6.23 1.86 -5.07
C 5.00 1.17 -4.97
O 4.58 0.75 -3.92
O 4.51 0.94 -6.19
F 6.59 3.47 -6.53
H 5.71 0.58 -7.64
H 4.79 2.12 -7.83
H 7.49 1.74 -6.78
C -2.91 -0.61 -3.62
C -2.49 -2.08 -3.67
O -3.71 -2.75 -3.68
C -4.69 -1.98 -3.34
O -5.78 -2.41 -3.09
O -4.21 -0.69 -3.14
F -1.78 -2.38 -2.59
H -2.89 -0.39 -4.69
H -2.25 -0.05 -2.96
H -1.99 -2.34 -4.60
C -5.43 -0.17 2.33
C -5.95 -1.29 1.45
O -4.90 -1.49 0.48
C -3.79 -0.90 0.93
O -2.68 -1.03 0.44
O -4.06 -0.22 2.02
F -7.14 -0.97 0.93
H -5.65 -0.26 3.40
H -5.79 0.83 2.07
H -6.04 -2.13 2.13
C -2.32 -1.95 6.43
C -3.44 -2.37 5.43
O -2.78 -2.31 4.22
C -1.77 -1.44 4.27
O -1.13 -1.07 3.27
O -1.51 -1.13 5.59
F -4.44 -1.45 5.51
H -1.74 -2.82 6.74
H -2.67 -1.43 7.32
H -3.90 -3.35 5.55
C 0.37 0.17 0.26
C 0.87 -1.23 0.06
O 1.80 -1.11 -0.96
C 2.28 0.09 -0.85
O 3.38 0.36 -1.23
O 1.54 0.83 -0.14
F -0.08 -2.12 -0.35
H 0.15 0.30 1.32
H -0.48 0.29 -0.42
H 1.35 -1.60 0.96
C -0.73 -5.24 2.07
C -0.40 -5.58 3.51
O -0.56 -7.00 3.48
C -0.23 -7.41 2.34
O -0.10 -8.55 2.02
O -0.05 -6.38 1.54
F -1.20 -4.92 4.33
H -0.38 -4.29 1.68
H -1.80 -5.34 1.87
H 0.60 -5.24 3.75
C -1.86 2.24 3.72
C -3.15 3.03 3.59
O -3.34 3.02 2.19
C -2.34 2.39 1.53
O -2.23 2.18 0.37
O -1.39 2.07 2.50
F -2.83 4.23 3.97
H -1.98 1.34 4.32
H -1.04 2.65 4.32
H -4.02 2.68 4.15
C 1.94 -1.39 4.41
C 1.38 -0.25 5.22
O 1.83 0.91 4.56
C 2.39 0.51 3.37
O 2.88 1.26 2.63
O 2.35 -0.82 3.19
F 1.89 -0.31 6.51
H 1.16 -2.11 4.17
H 2.69 -2.02 4.88
H 0.31 -0.07 5.28
C 2.25 -1.94 -3.72
C 2.88 -2.25 -5.05
O 2.59 -1.03 -5.70
C 1.42 -0.52 -5.23
O 0.83 0.42 -5.75
O 1.14 -1.14 -4.03
F 2.10 -3.24 -5.46
H 3.05 -1.33 -3.31
H 2.06 -2.79 -3.06
H 3.92 -2.56 -5.07
C 1.48 2.94 -2.99
C 1.76 4.24 -3.68
O 1.18 4.18 -4.94
C 0.11 3.44 -4.83
O -0.82 3.36 -5.66
O 0.09 2.80 -3.50
F 3.02 4.27 -4.00
H 1.56 3.21 -1.93
H 2.08 2.08 -3.26
H 1.36 5.05 -3.07
*
```

ΔE to the lowest compared entry with this formula, charge and spin = 29.1 kcal/mol
lowest unoccupied orbital energy (alpha / beta) = -2.7 / -9.9 eV
frontier orbital gap (alpha / beta) = 10.01 / 2.73 eV
F_max = 6.6 eV Å⁻¹

A molecular structure, C11H6LuN5OS2 at a distorted geometry, computed with ωB97M-V with the def2-TZVPD basis set.

Structure (ORCA input):
```
! RIJCOSX wB97M-V def2-TZVPD def2/J DEFGRID3
* xyz 2 1
Lu -6.41 -7.23 9.19
S -4.42 -8.78 10.24
C -3.05 -8.51 9.25
C -1.73 -8.73 9.90
N -0.74 -8.89 10.44
C -2.87 -8.12 7.92
S -4.26 -7.77 6.98
C -1.67 -8.28 7.13
N -0.77 -8.56 6.44
O -6.45 -6.29 7.30
N -5.04 -6.41 7.90
N -8.10 -7.58 11.85
C -6.89 -6.97 11.87
N -6.84 -5.97 10.97
C -8.15 -5.87 10.47
C -8.51 -5.21 9.26
C -9.75 -5.55 8.72
C -10.57 -6.57 9.27
C -10.21 -7.31 10.38
C -8.93 -6.95 10.94
H -8.38 -8.28 12.53
H -6.11 -7.14 12.56
H -7.99 -4.38 8.83
H -10.18 -4.95 7.89
H -11.48 -6.82 8.76
H -10.90 -7.90 10.96
*
```

ΔE to the lowest compared entry with this formula, charge and spin = 19.7 kcal/mol
lowest unoccupied orbital energy (alpha / beta) = -10.3 / -11.4 eV
frontier orbital gap (alpha / beta) = 6.44 / 5.33 eV
F_max = 4.7 eV Å⁻¹

A gas-phase ion, C24H48N5O4S2 (charge +1) at a distorted geometry, computed with ωB97M-V with the def2-TZVPD basis set.

Structure (ORCA input):
```
! RIJCOSX wB97M-V def2-TZVPD def2/J DEFGRID3
* xyz 1 1
C 1.87 -2.47 1.25
C 3.20 -2.87 0.38
C 4.60 -2.16 0.88
C 4.41 -0.87 1.86
N 3.66 0.28 1.22
C 4.48 0.99 0.16
C 3.91 0.82 -1.37
C 2.24 0.86 -1.46
C 1.85 0.16 -2.89
C 0.25 -0.12 -3.12
N -0.49 -1.26 -3.81
C -2.00 -1.05 -3.73
N -3.04 -1.83 -4.18
C -2.70 -3.16 -4.88
C -2.76 -4.30 -3.66
O -1.85 -5.43 -3.90
C -4.52 -1.51 -4.06
O -4.95 -1.04 -2.73
O -4.47 -1.77 -1.77
N -2.18 0.26 -2.99
N -0.91 0.73 -2.68
C -0.94 2.04 -1.88
C -1.16 1.56 -0.29
C -1.79 2.75 0.66
C -2.74 1.97 1.79
C -2.03 0.63 2.43
O -2.70 0.10 3.64
C -2.10 -1.27 3.78
C -3.10 -2.47 3.25
C 3.31 1.35 2.24
S 4.42 1.82 3.44
S 1.62 2.15 2.12
C 1.16 3.11 3.66
C 1.53 4.71 3.33
C 0.26 5.48 2.64
H 0.98 -3.12 0.81
H 1.96 -2.73 2.39
H 1.56 -1.34 1.15
H 3.05 -2.68 -0.76
H 3.35 -4.04 0.51
H 5.21 -1.83 -0.09
H 5.28 -2.98 1.41
H 5.51 -0.56 2.22
H 3.86 -1.27 2.84
H 4.55 2.14 0.48
H 5.58 0.52 0.18
H 4.28 -0.14 -1.93
H 4.27 1.76 -1.98
H 1.96 2.00 -1.37
H 1.72 0.24 -0.61
H 2.38 -0.91 -2.89
H 2.32 0.73 -3.82
H -1.61 -3.18 -5.29
H -3.50 -3.44 -5.72
H -3.86 -4.77 -3.59
H -2.58 -3.81 -2.59
H -1.49 -5.72 -2.99
H -4.79 -0.69 -4.86
H -5.12 -2.50 -4.29
H -4.21 -1.10 -1.04
H -3.02 0.79 -2.69
H -1.87 2.70 -2.22
H 0.01 2.71 -2.03
H -1.96 0.68 -0.36
H -0.17 1.07 0.11
H -2.36 3.58 0.08
H -0.87 3.29 1.18
H -2.93 2.77 2.63
H -3.78 1.76 1.27
H -0.89 0.83 2.71
H -2.08 -0.25 1.63
H -1.05 -1.34 3.23
H -1.86 -1.42 4.94
H -2.59 -3.18 2.44
H -4.10 -2.09 2.78
H -3.35 -3.18 4.17
H 1.71 2.74 4.65
H -0.01 2.96 3.82
H 2.41 4.67 2.53
H 1.91 5.17 4.34
H 0.35 5.33 1.47
H 0.32 6.65 2.85
H -0.79 5.03 2.99
*
```

lowest unoccupied orbital energy = -3.0 eV
frontier orbital gap = 7.73 eV
F_max = 7.4 eV Å⁻¹
structure (SMILES) = CCCCN(CCCCc1nc(N(CCO)COO)[nH][n+]1CCCCCOCC)C(=S)SCCC

C4H12N2S in the gas phase at a distorted geometry, computed with ωB97M-V with the def2-TZVPD basis set.

Structure (ORCA input):
```
! RIJCOSX wB97M-V def2-TZVPD def2/J DEFGRID3
* xyz 0 1
N 0.83 1.64 2.50
C 1.35 0.82 1.38
N 0.22 0.04 0.83
C 0.57 -0.56 -0.44
C -0.57 -1.49 -0.96
C -1.90 -0.79 -1.21
S -1.83 0.43 -2.70
H 0.68 2.55 2.13
H 1.37 1.53 3.34
H 1.92 1.48 0.73
H 2.03 0.05 1.73
H -0.56 0.68 0.75
H 0.82 0.17 -1.23
H 1.44 -1.21 -0.37
H -0.14 -2.03 -1.80
H -0.80 -2.19 -0.16
H -2.77 -1.40 -1.41
H -2.20 -0.11 -0.41
H -0.46 0.36 -2.71
*
```

ΔE to the lowest compared entry with this formula, charge and spin = 17.8 kcal/mol
lowest unoccupied orbital energy = 0.9 eV
frontier orbital gap = 9.87 eV
F_max = 2.2 eV Å⁻¹
structure (SMILES) = NCNCCCS

A molecular structure, C4H6EuMgO5 at a distorted geometry, computed with ωB97M-V with the def2-TZVPD basis set.

Structure (ORCA input):
```
! RIJCOSX wB97M-V def2-TZVPD def2/J DEFGRID3
* xyz 2 8
C -2.01 -0.56 -2.81
O -2.37 0.38 -2.15
O -2.23 -1.08 -3.83
Eu -4.19 2.27 -2.76
O 0.63 2.16 1.82
O 0.76 0.27 -1.02
C 0.68 -1.01 -0.54
C 1.28 -0.90 0.87
O 0.38 -0.10 1.63
C 0.90 1.00 2.45
Mg -0.15 1.48 0.20
H 0.39 -1.51 -1.72
H -0.06 -1.82 -0.33
H 2.26 -0.40 0.84
H 1.37 -1.89 1.33
H 0.37 0.90 3.42
H 1.98 0.80 2.61
*
```

ΔE to the lowest compared entry with this formula, charge and spin = 80.4 kcal/mol
lowest unoccupied orbital energy (alpha / beta) = -8.9 / -9.5 eV
frontier orbital gap (alpha / beta) = 4.38 / 5.76 eV
F_max = 4.0 eV Å⁻¹

A molecular structure, C15H29Cl5NO2P2S4ScSi, computed with ωB97M-V with the def2-TZVPD basis set.

Structure (ORCA input):
```
! RIJCOSX wB97M-V def2-TZVPD def2/J DEFGRID3
* xyz 0 1
Sc 0.51 0.17 -0.91
C -0.93 1.25 2.87
C 0.37 0.86 3.57
S 1.26 -0.38 2.61
C 2.92 0.31 2.51
C 3.07 1.72 1.95
S 2.43 2.01 0.27
C 1.48 3.51 0.56
C 0.20 3.36 1.40
S -0.77 1.84 1.17
H -1.58 0.38 2.78
H -1.47 2.01 3.44
H 1.00 1.73 3.71
H 0.13 0.46 4.56
H 3.38 0.30 3.51
H 3.47 -0.40 1.90
H 2.59 2.45 2.59
H 4.13 1.96 1.92
H 2.14 4.24 1.05
H 1.25 3.90 -0.42
H 0.43 3.42 2.46
H -0.45 4.20 1.16
C -2.48 0.68 -3.54
P -2.20 0.31 -1.78
C -3.28 1.56 -1.01
C -3.15 -1.23 -1.48
C -2.83 -1.74 -0.07
P -1.02 -2.03 0.15
C -0.99 -2.70 1.84
C -0.82 -3.57 -0.82
H -3.55 0.80 -3.72
H -2.09 -0.11 -4.17
H -1.97 1.61 -3.80
H -4.24 1.58 -1.53
H -2.82 2.54 -1.09
H -3.44 1.35 0.05
H -2.85 -1.97 -2.23
H -4.22 -1.05 -1.61
H -3.37 -2.66 0.15
H -3.14 -0.99 0.67
H -1.69 -3.53 1.91
H -1.27 -1.93 2.56
H 0.02 -3.03 2.07
H -1.50 -4.33 -0.45
H 0.21 -3.92 -0.72
H -1.02 -3.39 -1.88
S -0.69 4.61 -2.72
C -0.26 3.16 -2.16
N 0.02 2.11 -1.70
Cl 4.36 -4.13 -0.66
C 3.94 -2.43 -0.70
Cl 5.19 -1.44 0.12
C 2.56 -2.15 -0.07
O 1.99 -2.96 0.63
O 2.13 -0.98 -0.39
H 3.93 -2.11 -1.73
Cl 0.09 -1.20 -5.17
Si 0.76 -1.33 -3.20
Cl 2.18 0.34 -3.09
Cl 1.95 -3.05 -3.30
*
```

ΔE to the lowest compared entry with this formula, charge and spin = 9.0 kcal/mol
lowest unoccupied orbital energy = 0.0 eV
frontier orbital gap = 8.27 eV
F_max = 0.6 eV Å⁻¹

C5H9N in the gas phase at a distorted geometry, computed with ωB97M-V with the def2-TZVPD basis set.

Structure (ORCA input):
```
! RIJCOSX wB97M-V def2-TZVPD def2/J DEFGRID3
* xyz 0 1
C -1.35 -2.40 -0.65
C -1.11 -1.32 -1.39
C -0.76 -0.03 -0.79
C 0.02 0.30 0.23
N 0.33 1.63 0.61
C 1.65 1.71 1.31
H -1.63 -3.36 -1.05
H -1.17 -2.54 0.42
H -1.34 -1.46 -2.44
H -1.17 0.73 -1.47
H 0.29 -0.46 0.96
H 0.30 2.22 -0.19
H 2.38 2.23 0.70
H 1.48 2.05 2.33
H 2.08 0.70 1.43
*
```

ΔE to the lowest compared entry with this formula, charge and spin = 44.7 kcal/mol
lowest unoccupied orbital energy = 1.2 eV
frontier orbital gap = 8.93 eV
F_max = 2.4 eV Å⁻¹
structure (SMILES) = C=C/C=C/NC

A molecular structure, C16H20AgCl3F3N2O2 at a distorted geometry, computed with ωB97M-V with the def2-TZVPD basis set.

Structure (ORCA input):
```
! RIJCOSX wB97M-V def2-TZVPD def2/J DEFGRID3
* xyz -2 2
Ag 0.89 3.28 -1.81
C 1.65 1.83 1.46
O 2.43 2.78 2.22
O 1.59 2.09 0.13
C 2.01 0.30 1.91
F 1.68 0.14 3.17
F 1.36 -0.63 1.20
F 3.27 -0.10 1.83
C 3.86 2.72 2.00
C 4.66 3.78 2.72
H 5.74 3.62 2.66
H 4.34 4.77 2.39
H 4.37 3.79 3.77
H 4.24 2.82 0.98
H 4.37 1.88 2.48
H 0.60 1.92 1.72
C 0.37 -6.08 -1.75
N -0.44 -4.84 -1.49
C -0.14 -3.77 -2.24
C -0.63 -2.52 -1.90
C -1.48 -2.41 -0.77
C -1.97 -3.61 -0.19
C -1.38 -4.81 -0.52
C -2.02 -1.01 -0.42
C -3.37 -0.81 -0.13
C -3.85 0.53 0.06
N -3.00 1.59 0.01
C -1.72 1.39 -0.35
C -1.21 0.10 -0.43
C -3.58 2.97 0.18
H 1.40 -5.86 -2.02
H 0.08 -6.55 -2.69
H 0.19 -6.87 -1.03
H 0.47 -4.07 -3.08
H -0.26 -1.57 -2.27
H -2.81 -3.71 0.48
H -1.60 -5.71 0.03
H -4.03 -1.65 0.05
H -4.89 0.68 0.28
H -1.17 2.31 -0.45
H -0.16 0.02 -0.68
H -4.56 2.82 0.63
H -3.71 3.35 -0.83
H -2.97 3.71 0.71
Cl -0.52 1.75 -3.87
Cl 3.01 4.60 -2.80
Cl -1.12 5.05 -1.31
*
```

ΔE to the lowest compared entry with this formula, charge and spin = 0.0 kcal/mol
lowest unoccupied orbital energy (alpha / beta) = 3.5 / 3.4 eV
frontier orbital gap (alpha / beta) = 4.59 / 4.53 eV
F_max = 3.9 eV Å⁻¹